No. 1
{
  "formula": "C26H76O12",
  "method": "the ωB97M-V functional and the def2-TZVPD basis",
  "smiles": "CC(C)O.CC(C)O.CC(C)O.CC(C)O.CC(C)O.CC(C)O.CC(C)O.CO.CO.CO.CO.CO",
  "gap_ev": 10.173,
  "homo_energy_ev": -10.056,
  "e_above_lowest_kcal_mol": 99.4,
  "elements": ["C", "C", "C", "O", "H", "H", "H", "H", "H", "H", "H", "H", "C", "C", "C", "O", "H", "H", "H", "H", "H", "H", "H", "H", "C", "C", "C", "O", "H", "H", "H", "H", "H", "H", "H", "H", "C", "C", "C", "O", "H", "H", "H", "H", "H", "H", "H", "H", "C", "C", "C", "O", "H", "H", "H", "H", "H", "H", "H", "H", "C", "C", "C", "O", "H", "H", "H", "H", "H", "H", "H", "H", "C", "C", "C", "O", "H", "H", "H", "H", "H", "H", "H", "H", "C", "O", "H", "H", "H", "H", "C", "O", "H", "H", "H", "H", "C", "O", "H", "H", "H", "H", "C", "O", "H", "H", "H", "H", "C", "O", "H", "H", "H", "H"],
  "xyz": [[-1.38, 1.98, -9.04], [-2.81, 2.37, -8.93], [-2.89, 3.80, -8.40], [-3.45, 2.25, -10.19], [-0.87, 1.90, -8.08], [-0.70, 2.66, -9.53], [-1.18, 0.99, -9.45], [-3.37, 1.65, -8.33], [-3.84, 4.34, -8.50], [-2.12, 4.42, -8.84], [-2.68, 3.71, -7.33], [-3.42, 1.31, -10.35], [-2.69, 4.70, 4.57], [-3.62, 5.86, 4.77], [-4.50, 6.09, 3.52], [-4.43, 5.73, 5.94], [-3.29, 3.81, 4.32], [-2.01, 4.61, 5.41], [-2.09, 5.00, 3.71], [-2.99, 6.73, 4.93], [-3.83, 6.55, 2.80], [-5.32, 6.75, 3.79], [-4.81, 5.11, 3.16], [-3.93, 6.18, 6.62], [2.76, 0.50, 7.77], [3.83, -0.02, 8.80], [3.41, 0.17, 10.25], [4.11, -1.36, 8.46], [3.33, 0.62, 6.85], [2.36, 1.48, 8.05], [1.91, -0.18, 7.65], [4.79, 0.49, 8.70], [3.16, 1.22, 10.44], [4.11, -0.21, 10.99], [2.45, -0.27, 10.54], [3.28, -1.84, 8.51], [-4.77, 2.90, -2.24], [-5.88, 1.84, -2.13], [-6.22, 1.16, -3.48], [-5.68, 0.84, -1.15], [-4.63, 3.32, -1.24], [-5.15, 3.67, -2.90], [-3.87, 2.47, -2.68], [-6.77, 2.36, -1.75], [-7.18, 0.65, -3.46], [-5.48, 0.46, -3.87], [-6.46, 2.03, -4.10], [-6.31, 0.13, -1.29], [-4.76, -0.74, 6.69], [-4.36, -2.19, 6.24], [-3.43, -2.28, 5.08], [-3.70, -2.84, 7.32], [-5.21, -0.27, 5.82], [-3.92, -0.12, 6.99], [-5.54, -0.77, 7.46], [-5.26, -2.73, 5.95], [-3.89, -1.95, 4.15], [-3.06, -3.30, 4.93], [-2.58, -1.64, 5.31], [-4.23, -2.89, 8.12], [5.02, -5.11, 1.01], [5.07, -5.32, -0.51], [3.99, -6.21, -1.02], [4.94, -4.06, -1.14], [5.32, -6.05, 1.48], [4.02, -4.95, 1.40], [5.78, -4.42, 1.39], [6.07, -5.65, -0.81], [3.95, -6.06, -2.10], [2.96, -6.00, -0.72], [4.21, -7.26, -0.80], [5.31, -4.00, -2.02], [0.70, -0.54, -2.20], [1.20, 0.57, -1.29], [0.45, 0.44, 0.01], [2.61, 0.53, -1.07], [1.19, -0.47, -3.17], [-0.39, -0.49, -2.25], [0.92, -1.55, -1.87], [0.98, 1.59, -1.62], [-0.61, 0.68, -0.09], [0.85, 1.04, 0.83], [0.49, -0.55, 0.46], [2.85, -0.39, -1.02], [-3.07, -6.09, -0.39], [-3.72, -6.97, 0.43], [-1.98, -6.03, -0.28], [-3.17, -6.25, -1.46], [-3.44, -5.07, -0.24], [-3.67, -7.85, 0.03], [5.07, -0.45, -9.50], [4.29, -0.82, -8.38], [5.98, 0.06, -9.18], [5.39, -1.35, -10.03], [4.44, 0.19, -10.12], [4.79, -1.47, -7.90], [7.32, 0.56, 2.91], [7.76, 0.73, 4.23], [7.27, 1.45, 2.30], [7.86, -0.30, 2.52], [6.27, 0.26, 2.99], [7.71, -0.13, 4.65], [3.86, 5.60, 0.47], [3.80, 7.05, 0.53], [4.51, 5.18, 1.24], [2.94, 5.11, 0.81], [4.27, 5.13, -0.42], [4.18, 7.40, -0.28], [0.64, -4.92, -7.26], [0.84, -6.16, -7.89], [-0.22, -4.96, -6.60], [1.49, -4.59, -6.66], [0.44, -4.20, -8.05], [1.34, -6.07, -8.70]]
}

---

No. 2
{
  "formula": "C3H10NO4",
  "method": "the ωB97M-V functional and the def2-TZVPD basis",
  "gap_ev": 8.156,
  "homo_energy_ev": -4.270,
  "charge": -1,
  "e_above_lowest_kcal_mol": 32.4,
  "elements": ["C", "N", "C", "O", "O", "C", "H", "H", "H", "H", "H", "H", "H", "H", "O", "H", "H", "O"],
  "xyz": [[-1.11, -0.39, 0.65], [0.23, -1.00, 0.24], [1.47, -0.88, 1.07], [1.40, 0.23, 1.62], [2.12, -1.88, 1.22], [-2.13, -0.73, -0.48], [-1.38, -0.65, 1.67], [-0.92, 0.63, 0.61], [0.14, -1.85, -0.29], [-3.14, -0.41, -0.49], [-2.24, -1.80, -0.68], [-1.61, -0.26, -1.36], [1.25, 1.31, -1.69], [0.83, -0.07, -1.90], [0.51, 0.80, -2.06], [1.37, 1.54, 0.68], [1.63, 3.04, 0.93], [1.58, 2.36, 0.28]]
}

---

No. 3
{
  "formula": "C4H12",
  "method": "the ωB97M-V functional and the def2-TZVPD basis",
  "smiles": "CC.CC",
  "gap_ev": 12.767,
  "homo_energy_ev": -11.634,
  "e_above_lowest_kcal_mol": 8.9,
  "elements": ["C", "C", "H", "H", "H", "H", "H", "H", "C", "C", "H", "H", "H", "H", "H", "H"],
  "xyz": [[0.58, 1.74, 1.80], [1.66, 0.73, 1.44], [0.38, 2.42, 0.98], [-0.35, 1.16, 1.88], [0.71, 2.20, 2.77], [2.35, 0.56, 2.27], [1.31, -0.27, 1.18], [2.28, 1.09, 0.62], [-1.77, -1.30, -1.25], [-0.41, -1.07, -1.95], [-2.56, -1.12, -1.97], [-1.98, -2.35, -1.00], [-1.90, -0.66, -0.39], [0.23, -1.95, -1.77], [0.02, -0.15, -1.58], [-0.55, -1.02, -3.03]]
}

---

No. 4
{
  "formula": "C26H60F6NO12PS",
  "method": "the ωB97M-V functional and the def2-TZVPD basis",
  "smiles": "CC(=O)OCCO[C@H]([C@@H](NC(F)(F)F)[PH2]=O)S(=O)(=O)C(F)(F)F.CC(C)O.CC(C)O.CC(C)O.CC(C)O.CC(C)O.CC(C)O",
  "gap_ev": 9.537,
  "homo_energy_ev": -9.498,
  "elements": ["C", "C", "O", "O", "C", "C", "O", "C", "C", "N", "C", "F", "F", "F", "P", "O", "S", "O", "O", "C", "F", "F", "F", "H", "H", "H", "H", "H", "H", "H", "H", "H", "H", "H", "H", "C", "C", "C", "O", "H", "H", "H", "H", "H", "H", "H", "H", "C", "C", "C", "O", "H", "H", "H", "H", "H", "H", "H", "H", "C", "C", "C", "O", "H", "H", "H", "H", "H", "H", "H", "H", "C", "C", "C", "O", "H", "H", "H", "H", "H", "H", "H", "H", "C", "C", "C", "O", "H", "H", "H", "H", "H", "H", "H", "H", "C", "C", "C", "O", "H", "H", "H", "H", "H", "H", "H", "H"],
  "xyz": [[6.22, -1.58, 1.24], [5.01, -2.18, 0.61], [4.34, -3.03, 1.12], [4.71, -1.75, -0.65], [4.37, -0.37, -0.75], [2.95, -0.25, -1.25], [2.05, -0.29, -0.15], [1.06, 0.67, -0.07], [1.37, 1.74, 0.99], [2.73, 2.21, 0.71], [3.60, 2.29, 1.81], [3.55, 1.18, 2.54], [4.87, 2.47, 1.37], [3.33, 3.33, 2.64], [0.15, 3.15, 1.01], [-0.73, 3.20, 2.19], [-0.46, -0.26, 0.35], [-1.11, 0.34, 1.47], [-1.23, -0.46, -0.84], [0.12, -1.94, 0.93], [-1.01, -2.60, 1.20], [0.84, -1.79, 2.04], [0.81, -2.60, 0.01], [6.11, -0.51, 1.37], [7.08, -1.75, 0.61], [6.37, -2.04, 2.20], [5.06, 0.17, -1.40], [4.39, 0.10, 0.22], [2.81, 0.65, -1.84], [2.75, -1.11, -1.88], [0.82, 1.12, -1.03], [1.28, 1.27, 1.96], [2.75, 3.07, 0.19], [1.02, 4.27, 1.01], [-0.49, 3.15, -0.24], [-4.54, 2.03, 1.12], [-5.89, 1.34, 1.12], [-5.76, -0.14, 1.42], [-6.56, 1.55, -0.12], [-3.90, 1.60, 0.34], [-4.65, 3.10, 0.90], [-4.02, 1.93, 2.07], [-6.53, 1.80, 1.88], [-5.15, -0.63, 0.64], [-6.74, -0.62, 1.42], [-5.28, -0.32, 2.38], [-6.01, 1.17, -0.81], [-7.59, 1.66, 4.95], [-8.22, 0.33, 4.56], [-9.31, -0.09, 5.53], [-7.22, -0.69, 4.46], [-7.12, 1.58, 5.94], [-6.81, 1.94, 4.24], [-8.33, 2.45, 4.99], [-8.64, 0.41, 3.56], [-8.89, -0.21, 6.54], [-9.75, -1.04, 5.23], [-10.10, 0.66, 5.59], [-6.82, -0.79, 5.33], [2.88, -6.56, -0.63], [3.78, -7.14, 0.46], [3.52, -6.48, 1.80], [5.15, -7.00, 0.09], [3.07, -5.49, -0.74], [3.07, -7.05, -1.58], [1.82, -6.70, -0.38], [3.61, -8.21, 0.53], [3.73, -5.41, 1.74], [4.17, -6.90, 2.57], [2.48, -6.60, 2.11], [5.33, -6.06, 0.02], [-3.26, 3.69, -2.98], [-1.85, 4.26, -3.01], [-1.35, 4.55, -4.41], [-0.96, 3.36, -2.34], [-3.30, 2.72, -3.50], [-3.58, 3.51, -1.96], [-3.97, 4.36, -3.46], [-1.84, 5.18, -2.42], [-1.33, 3.63, -5.00], [-0.34, 4.96, -4.39], [-2.00, 5.26, -4.92], [-0.93, 2.55, -2.86], [8.52, 1.42, -1.72], [9.30, 0.68, -0.64], [10.79, 0.95, -0.74], [9.03, -0.72, -0.70], [8.83, 1.08, -2.71], [7.45, 1.21, -1.62], [8.67, 2.49, -1.65], [8.94, 0.99, 0.34], [11.17, 0.60, -1.70], [11.33, 0.42, 0.05], [11.01, 2.02, -0.65], [9.34, -1.04, -1.55], [-4.11, -0.26, -4.85], [-4.33, -0.36, -3.34], [-5.10, -1.61, -2.97], [-4.99, 0.81, -2.86], [-5.07, -0.21, -5.37], [-3.55, 0.64, -5.10], [-3.57, -1.13, -5.22], [-3.36, -0.37, -2.83], [-6.09, -1.60, -3.43], [-5.24, -1.66, -1.89], [-4.58, -2.51, -3.29], [-5.86, 0.85, -3.27]]
}